{"formula": "C38H45F5IInN9O2PS2", "method": "wB97M-V/def2-TZVPD", "e_homo_ha": -0.255, "multiplicity": 1, "relative_energy_kcal_mol": 8.45, "elements": ["In", "C", "N", "C", "C", "C", "C", "C", "C", "N", "C", "C", "C", "C", "C", "C", "N", "C", "C", "C", "C", "C", "N", "H", "H", "H", "H", "H", "H", "H", "H", "H", "H", "H", "H", "H", "H", "H", "H", "H", "H", "F", "C", "F", "C", "F", "F", "F", "C", "C", "C", "O", "P", "S", "S", "O", "C", "C", "C", "H", "H", "H", "H", "H", "H", "H", "H", "H", "H", "H", "H", "H", "H", "C", "C", "N", "C", "C", "N", "C", "N", "N", "N", "C", "C", "C", "C", "C", "C", "H", "H", "H", "H", "H", "H", "H", "H", "H", "H", "H", "I", "C", "H", "H"], "positions_angstrom": [[-0.077, -0.403, -0.070], [-1.591, 2.340, 1.244], [-0.210, 1.937, 1.033], [0.462, 2.784, 0.023], [1.862, 2.280, -0.205], [2.971, 3.107, -0.195], [4.227, 2.543, -0.359], [4.335, 1.173, -0.541], [3.177, 0.418, -0.550], [1.970, 0.960, -0.368], [0.506, 1.889, 2.322], [0.543, 0.498, 2.904], [0.528, 0.347, 4.260], [0.380, -0.992, 4.793], [0.517, -2.049, 3.984], [1.064, -1.824, 2.590], [0.618, -0.529, 2.020], [-2.468, 1.932, 0.096], [-3.598, 2.657, -0.235], [-4.381, 2.227, -1.294], [-4.010, 1.090, -1.990], [-2.869, 0.419, -1.592], [-2.116, 0.829, -0.567], [-1.671, 3.419, 1.406], [-1.950, 1.843, 2.149], [0.477, 3.837, 0.318], [-0.092, 2.693, -0.917], [2.851, 4.174, -0.055], [5.112, 3.166, -0.333], [5.297, 0.696, -0.675], [3.206, -0.651, -0.727], [0.055, 2.575, 3.040], [1.534, 2.216, 2.176], [0.481, 1.216, 4.906], [0.066, -1.115, 5.826], [0.300, -3.065, 4.301], [0.731, -2.626, 1.940], [-3.853, 3.549, 0.326], [-5.259, 2.792, -1.585], [-4.557, 0.734, -2.852], [-2.524, -0.444, -2.144], [1.732, -2.040, -1.884], [0.992, -2.344, -0.777], [1.876, -2.949, 0.079], [0.027, -3.456, -1.201], [-0.587, -3.952, -0.114], [0.630, -4.468, -1.836], [-0.907, -2.952, -2.035], [0.967, 0.935, -7.455], [0.798, 1.659, -6.130], [2.083, 1.691, -5.319], [-0.356, 1.119, -5.427], [-0.538, -0.146, -4.471], [-2.380, -0.758, -4.620], [0.169, 0.508, -2.654], [0.548, -1.120, -5.113], [0.788, -2.553, -5.053], [-0.385, -3.397, -5.507], [2.000, -2.774, -5.932], [1.701, 1.463, -8.070], [0.017, 0.902, -7.992], [1.311, -0.086, -7.289], [0.491, 2.682, -6.331], [2.426, 0.679, -5.095], [1.942, 2.219, -4.378], [2.854, 2.202, -5.904], [1.050, -2.805, -4.034], [-0.682, -3.124, -6.523], [-1.248, -3.274, -4.859], [-0.080, -4.448, -5.492], [1.755, -2.556, -6.974], [2.328, -3.814, -5.857], [2.822, -2.125, -5.619], [-2.625, -0.822, 3.311], [-3.049, -1.522, 2.068], [-2.416, -1.569, 0.914], [-3.223, -2.308, 0.057], [-4.345, -2.707, 0.697], [-4.234, -2.200, 1.980], [-5.217, -2.354, 3.029], [-5.741, -1.081, 3.465], [-5.697, -0.749, 4.781], [-6.189, 0.426, 4.927], [-6.571, 0.899, 3.679], [-7.154, 2.114, 3.308], [-7.423, 2.301, 1.971], [-7.113, 1.312, 1.012], [-6.532, 0.113, 1.361], [-6.282, -0.070, 2.727], [-1.623, -0.427, 3.179], [-2.605, -1.501, 4.166], [-3.306, -0.001, 3.555], [-2.942, -2.518, -0.964], [-5.190, -3.300, 0.380], [-4.796, -2.828, 3.908], [-6.015, -2.976, 2.637], [-7.385, 2.867, 4.052], [-7.885, 3.224, 1.641], [-7.337, 1.504, -0.031], [-6.281, -0.635, 0.618], [3.461, -3.624, 3.308], [2.599, -1.803, 2.588], [2.962, -1.015, 3.246], [2.991, -1.670, 1.586]]}